Record 1
{"formula": "C3H4N4O", "method": "wB97M-V/def2-TZVPD", "species": ["C", "C", "C", "N", "N", "N", "N", "O", "H", "H", "H", "H"], "xyz": [[2.596, -1.387, 0.111], [1.220, -1.326, 0.267], [-0.935, -0.493, -0.818], [0.768, -2.385, 0.871], [1.801, -3.058, 1.201], [-0.548, 0.527, 0.090], [0.431, -0.127, -0.655], [2.969, -2.453, 0.787], [3.170, -0.717, -0.473], [-1.358, -1.450, -0.472], [-1.375, -0.226, -1.765], [-0.830, 1.481, -0.150]], "atomic_forces_ev_per_a": [[-2.9, 0.6, 0.7], [0.4, 5.6, -4.7], [-1.3, -0.7, -0.6], [0.8, -1.2, 1.0], [-0.7, -1.8, 1.4], [-2.0, 0.1, 2.4], [3.2, -3.2, 1.1], [-0.1, 0.1, -0.7], [1.1, 0.1, 0.0], [0.5, 0.6, 0.4], [0.1, 0.3, -0.3], [0.9, -0.4, -0.6]], "nbo_charge": [0.08, 0.18, -0.11, -0.23, 0.08, -0.48, -0.23, -0.24, 0.23, 0.19, 0.18, 0.36], "smiles": "c1onnc1N1CN1", "e_tot_ha": -410.78394, "total_charge": 0, "e_above_lowest_kj_mol": 575.90, "homo_ev": -9.62, "lumo_energy_ev": 0.69}

Record 2
{"formula": "C12H24N6O6Pb", "method": "wB97M-V/def2-TZVPD", "species": ["O", "H", "Pb", "N", "N", "N", "N", "O", "O", "O", "O", "C", "C", "C", "C", "C", "H", "H", "H", "C", "H", "H", "H", "C", "C", "H", "H", "H", "H", "H", "H", "H", "H", "C", "H", "H", "H", "O", "H", "H", "N", "C", "C", "C", "N", "H", "H", "H", "H"], "xyz": [[3.213, 1.355, -1.328], [4.101, 1.018, -1.103], [0.874, -0.134, -0.818], [0.081, 2.718, -0.267], [0.452, 1.379, 1.861], [-0.141, -2.369, -1.717], [-0.327, -1.889, 0.890], [-0.002, 3.191, -1.420], [-0.027, -2.565, -2.988], [-0.595, -1.593, 2.193], [0.716, 0.618, 2.866], [1.159, 2.547, 1.795], [1.088, 3.200, 0.540], [-1.062, -3.075, -1.034], [-1.133, -2.836, 0.401], [2.092, 4.162, 0.040], [2.925, 3.617, -0.436], [2.503, 4.775, 0.850], [1.636, 4.814, -0.715], [2.031, 2.995, 2.911], [2.943, 2.380, 2.981], [1.503, 2.919, 3.872], [2.336, 4.039, 2.778], [-2.033, -3.989, -1.691], [-2.127, -3.564, 1.245], [-1.776, -4.148, -2.742], [-3.054, -3.585, -1.622], [-2.054, -4.956, -1.176], [-2.012, -3.268, 2.291], [-1.982, -4.648, 1.158], [-3.157, -3.349, 0.925], [1.054, -1.401, -3.223], [-0.044, -0.761, 2.410], [2.814, -1.012, 0.137], [3.756, -0.906, -0.408], [2.545, -2.081, 0.194], [2.915, -0.635, 1.166], [1.680, -0.621, -3.008], [3.298, 1.703, -2.236], [2.575, -0.996, -3.004], [-2.202, 1.071, 0.315], [-3.481, 1.483, 0.374], [-4.167, 0.740, -0.584], [-3.196, -0.100, -1.173], [-1.990, 0.121, -0.620], [-1.405, 1.422, 0.857], [-3.792, 2.252, 1.057], [-5.208, 0.786, -0.830], [-3.325, -0.825, -1.964]], "atomic_forces_ev_per_a": [[0.8, 0.6, -0.7], [-0.6, 0.1, -0.1], [-0.2, -0.9, 0.2], [-1.5, 0.0, -2.7], [0.1, -2.3, 2.5], [-1.7, -1.0, 1.5], [-1.7, -1.8, -1.6], [0.5, -0.2, 1.9], [0.4, 0.4, -0.5], [0.8, 1.3, 1.3], [-0.3, 2.6, -2.4], [0.5, 1.4, -1.1], [1.4, -1.1, 1.9], [1.9, 1.4, -1.1], [1.8, 2.3, 0.8], [0.0, 0.8, 0.0], [-0.4, 0.0, 0.2], [-0.1, -0.1, -0.2], [0.2, -0.2, 0.1], [0.4, 0.1, 0.3], [-0.3, 0.1, 0.0], [0.1, -0.1, -0.3], [-0.1, -0.3, 0.0], [-0.1, -0.4, -0.1], [-0.1, -0.1, 0.3], [0.0, 0.1, 0.3], [0.2, 0.0, -0.1], [0.0, 0.0, -0.2], [-0.1, -0.1, -0.3], [0.0, 0.2, 0.0], [0.3, 0.0, 0.0], [-0.2, -0.3, 0.0], [-0.9, -1.6, -0.3], [-0.3, -0.9, 0.5], [-0.2, 0.0, 0.0], [0.3, 0.3, 0.1], [0.0, 0.0, -0.3], [0.5, -0.3, -0.5], [-0.1, -0.2, 0.5], [-0.4, 0.1, 0.0], [0.1, -0.2, -0.1], [-0.1, -0.7, -0.7], [0.5, 0.1, 0.3], [0.5, 0.7, 0.8], [-1.1, 0.2, 0.0], [-0.5, -0.4, -0.5], [-0.1, 0.0, 0.0], [-0.2, 0.1, 0.0], [0.2, 0.1, 0.1]], "nbo_charge": [-0.95, 0.49, 1.32, 0.01, 0.05, -0.09, -0.19, -0.29, -0.62, -0.60, -0.35, 0.11, 0.25, 0.05, 0.23, -0.71, 0.28, 0.23, 0.26, -0.68, 0.25, 0.25, 0.23, -0.67, -0.69, 0.25, 0.21, 0.21, 0.25, 0.23, 0.23, 0.52, 0.49, -1.16, 0.18, 0.23, 0.21, -1.00, 0.49, 0.49, -0.34, -0.05, -0.35, -0.05, -0.28, 0.43, 0.22, 0.23, 0.22], "e_tot_ha": -1444.12951, "total_charge": 0, "e_above_lowest_kj_mol": 0.00, "homo_ev": [-6.86, -6.80], "lumo_energy_ev": [-2.73, -3.21]}

Record 3
{"formula": "CClNO2S", "method": "wB97M-V/def2-TZVPD", "species": ["C", "N", "O", "O", "S", "Cl"], "xyz": [[0.956, -0.550, -0.108], [1.865, -1.131, 0.225], [-1.312, 1.160, -1.256], [-1.008, 1.066, 1.229], [-0.981, 0.475, -0.011], [-2.045, -1.203, -0.035]], "atomic_forces_ev_per_a": [[-5.4, 3.3, -0.4], [2.4, -1.5, 0.6], [1.2, -1.3, 2.4], [0.2, 1.3, 2.8], [1.4, -1.7, -5.6], [0.1, -0.1, 0.2]], "nbo_charge": [0.01, -0.34, -0.81, -0.82, 2.06, -0.10], "smiles": "N#CS(=O)(=O)Cl", "e_tot_ha": -1101.60873, "total_charge": 0, "e_above_lowest_kj_mol": 189.20, "homo_ev": -12.75, "lumo_energy_ev": -2.29}

Record 4
{"formula": "C5H11NO2", "method": "wB97M-V/def2-TZVPD", "species": ["O", "C", "C", "C", "C", "C", "N", "H", "H", "H", "H", "H", "H", "H", "H", "H", "H", "H", "O"], "xyz": [[0.923, 0.788, 1.562], [1.343, 0.676, 0.392], [0.462, 1.115, -0.805], [-0.947, 0.461, -0.544], [-0.878, -1.046, -0.599], [-1.559, -1.823, 0.240], [0.266, 2.598, -0.572], [2.345, 0.403, -0.011], [0.714, 1.020, -1.855], [-1.686, 0.835, -1.260], [-1.247, 0.770, 0.458], [-0.171, -1.459, -1.315], [-1.487, -2.903, 0.288], [-2.238, -1.379, 0.964], [-0.041, 2.763, 0.377], [-0.277, 3.079, -1.290], [1.985, -1.898, 0.723], [0.784, -1.867, 1.617], [1.708, -2.133, 1.630]], "atomic_forces_ev_per_a": [[-0.3, 0.2, 1.1], [0.8, -0.7, -3.9], [-2.5, 1.3, 2.7], [0.6, -0.3, -0.7], [0.1, 0.4, 0.3], [-0.2, -0.1, 0.1], [0.8, 0.1, -1.1], [0.2, 0.0, 1.1], [0.8, -0.5, 0.1], [-0.1, 0.1, -0.1], [0.0, 0.0, 0.0], [-0.1, -0.1, 0.0], [0.1, 0.0, -0.3], [0.1, 0.1, 0.0], [-0.2, 0.0, -0.1], [-0.2, -0.2, 0.5], [-0.2, 0.2, 0.6], [-0.1, 0.4, 0.1], [0.4, -0.7, -0.5]], "nbo_charge": [-0.76, 0.05, -0.13, -0.47, -0.16, -0.48, -0.89, 0.07, 0.17, 0.18, 0.22, 0.18, 0.18, 0.18, 0.37, 0.33, 0.45, 0.48, -0.97], "e_tot_ha": -402.27140, "multiplicity": 2, "total_charge": -1, "s2": 0.753, "e_above_lowest_kj_mol": 142.33, "homo_ev": [-0.02, -3.68], "lumo_energy_ev": [4.11, 4.02]}

Record 5
{"formula": "C28H36Cl5N4O5P2S3W", "method": "wB97M-V/def2-TZVPD", "species": ["W", "O", "N", "C", "C", "C", "C", "C", "S", "H", "H", "H", "H", "Cl", "C", "C", "C", "Cl", "C", "Cl", "C", "Cl", "C", "Cl", "C", "P", "C", "C", "C", "P", "C", "C", "H", "H", "H", "H", "H", "H", "H", "H", "H", "H", "H", "H", "H", "H", "H", "H", "C", "C", "C", "C", "C", "C", "C", "S", "O", "O", "N", "C", "C", "C", "O", "O", "H", "H", "H", "H", "H", "H", "H", "H", "H", "H", "H", "H", "N", "C", "N", "S", "H", "H", "H", "H"], "xyz": [[1.132, -0.462, 0.907], [-0.886, -1.109, 0.243], [-1.601, -2.106, 0.726], [-2.349, -2.842, -0.119], [-3.154, -3.840, 0.358], [-3.180, -4.080, 1.735], [-2.390, -3.329, 2.571], [-1.560, -2.324, 2.057], [-0.475, -1.352, 2.948], [-2.248, -2.566, -1.158], [-3.745, -4.420, -0.335], [-3.804, -4.865, 2.141], [-2.365, -3.504, 3.637], [3.031, -0.428, -2.226], [2.820, -1.993, -1.473], [2.022, -2.134, -0.316], [1.886, -3.495, 0.029], [0.827, -3.940, 1.337], [2.522, -4.565, -0.596], [2.305, -6.186, -0.045], [3.349, -4.334, -1.685], [4.168, -5.628, -2.467], [3.480, -3.027, -2.136], [4.467, -2.726, -3.518], [1.874, -0.456, 4.617], [2.507, -1.015, 2.987], [3.155, -2.668, 3.399], [4.071, -0.058, 2.977], [3.757, 1.343, 2.474], [3.178, 1.066, 0.767], [2.843, 2.702, 0.062], [4.809, 0.670, 0.012], [2.713, -0.331, 5.302], [1.188, -1.187, 5.037], [1.342, 0.490, 4.510], [3.924, -2.572, 4.168], [3.585, -3.132, 2.511], [2.355, -3.305, 3.768], [4.771, -0.559, 2.305], [4.523, -0.067, 3.971], [4.633, 1.995, 2.495], [2.962, 1.819, 3.053], [3.746, 3.314, 0.090], [2.044, 3.181, 0.620], [2.515, 2.575, -0.972], [5.579, 1.232, 0.544], [4.828, 0.960, -1.033], [5.034, -0.394, 0.069], [-4.527, 4.765, 0.259], [-4.155, 3.929, -0.933], [-4.848, 2.763, -1.245], [-4.493, 1.987, -2.345], [-3.443, 2.390, -3.151], [-2.739, 3.556, -2.860], [-3.094, 4.311, -1.758], [-2.994, 1.452, -4.595], [-2.722, 2.406, -5.626], [-3.985, 0.426, -4.739], [-1.589, 0.722, -4.252], [-1.580, -0.327, -3.229], [-0.174, -0.531, -2.684], [0.356, 0.708, -1.992], [0.437, 1.777, -2.592], [0.590, 0.628, -0.719], [-5.330, 4.304, 0.833], [-4.861, 5.757, -0.051], [-3.669, 4.902, 0.921], [-5.691, 2.466, -0.632], [-5.047, 1.093, -2.603], [-1.928, 3.870, -3.506], [-2.544, 5.218, -1.533], [-0.822, 1.388, -4.132], [-1.913, -1.257, -3.691], [-2.277, -0.102, -2.410], [0.499, -0.782, -3.507], [-0.173, -1.359, -1.983], [-2.413, 1.212, 1.880], [-1.338, 1.717, 1.269], [-1.476, 2.281, 0.076], [0.185, 1.689, 2.056], [-3.263, 1.053, 1.361], [-2.225, 0.619, 2.674], [-2.317, 2.155, -0.470], [-0.627, 2.464, -0.439]], "atomic_forces_ev_per_a": [[-1.0, -0.5, 1.2], [-0.1, -0.1, -0.7], [0.0, 0.1, 0.1], [0.0, 0.1, 0.0], [0.0, 0.0, 0.0], [0.0, 0.0, -0.1], [0.1, 0.1, 0.1], [-0.1, -0.2, 0.0], [0.3, 0.0, -0.1], [0.0, 0.0, 0.0], [0.0, 0.0, 0.0], [0.0, 0.0, 0.0], [0.0, 0.0, 0.0], [-0.1, 0.0, 0.0], [0.0, 0.1, 0.0], [0.1, -0.1, -0.1], [0.0, 0.1, 0.0], [0.1, 0.0, 0.1], [0.0, 0.0, 0.0], [0.0, 0.0, 0.0], [0.0, 0.0, 0.0], [0.0, 0.0, 0.0], [0.0, -0.1, 0.0], [0.0, 0.0, 0.0], [0.0, -0.1, 0.0], [0.3, 0.2, -0.2], [0.0, 0.0, 0.0], [0.1, 0.0, 0.1], [0.0, 0.1, 0.0], [0.0, -0.1, 0.0], [0.1, 0.0, -0.1], [0.0, 0.0, 0.0], [0.0, 0.0, 0.0], [0.0, 0.0, 0.0], [0.0, 0.0, 0.0], [0.0, 0.0, 0.0], [0.0, 0.0, 0.0], [0.0, 0.0, 0.0], [0.0, 0.0, 0.0], [-0.1, 0.0, 0.0], [0.0, 0.0, 0.0], [0.0, 0.0, 0.1], [0.0, 0.0, 0.0], [0.0, 0.0, 0.0], [0.0, 0.0, 0.0], [0.0, 0.0, 0.0], [0.0, 0.0, 0.0], [0.0, 0.0, 0.0], [0.0, 0.0, 0.0], [0.0, 0.0, -0.1], [0.0, 0.0, 0.1], [0.0, 0.0, 0.0], [0.1, 0.0, 0.0], [0.0, 0.0, 0.0], [-0.1, 0.0, 0.0], [-0.1, 0.1, 0.0], [0.0, 0.0, 0.0], [0.0, 0.0, 0.0], [0.2, 0.0, 0.1], [-0.1, -0.1, 0.0], [0.3, -0.1, -0.2], [-0.4, -0.1, 0.2], [0.0, 0.0, 0.0], [0.7, 0.4, -0.5], [0.0, 0.0, 0.0], [0.0, 0.0, 0.0], [0.0, 0.0, 0.0], [0.0, 0.0, 0.0], [0.0, 0.0, 0.0], [0.0, 0.0, 0.0], [0.0, 0.0, 0.0], [-0.1, 0.0, 0.0], [-0.1, 0.0, 0.0], [0.1, 0.1, 0.0], [0.0, 0.1, 0.0], [0.0, -0.1, 0.0], [-0.1, 0.0, -0.1], [0.0, 0.1, 0.0], [0.0, -0.1, 0.0], [0.1, 0.2, 0.1], [0.0, 0.0, 0.0], [0.0, 0.0, 0.1], [0.0, 0.0, 0.0], [0.0, 0.1, 0.0]], "mulliken_charge": [-0.97, -0.06, 0.31, -0.35, -0.87, -0.38, -0.82, 0.39, -0.33, 0.41, 0.46, 0.40, 0.48, -0.22, 1.31, -0.85, 1.30, -0.14, -0.37, -0.20, 0.54, -0.21, -0.49, -0.21, -1.58, 1.45, -1.57, -1.43, -0.93, 0.86, -1.33, -1.82, 0.48, 0.48, 0.36, 0.53, 0.31, 0.32, 0.40, 0.70, 0.52, 0.35, 0.53, 0.32, 0.20, 0.48, 0.52, 0.36, -1.57, 0.98, -0.65, -0.35, 0.06, -0.51, -0.70, 1.27, -0.72, -0.72, -0.29, -0.67, -0.26, -0.03, -0.77, 1.02, 0.37, 0.36, 0.32, 0.38, 0.55, 0.42, 0.40, 0.42, 0.47, 0.18, 0.48, -0.33, -0.26, 0.42, 0.03, -0.37, 0.25, 0.22, -0.26, 0.19], "e_tot_ha": -5929.18086, "multiplicity": 2, "total_charge": 0, "s2": 0.756, "e_above_lowest_kj_mol": 80.25, "homo_ev": [-6.75, -6.39], "lumo_energy_ev": [-0.17, -0.12]}